Entry from the OMol25 dataset: a molecular structure, C13H8AuCl2NS2 (ωB97M-V/def2-TZVPD).

Positions of all 27 atoms, in Å:
1 Au 0.01 -1.52 0.72
2 Cl -1.66 0.60 1.23
3 C -3.07 0.00 0.39
4 C -4.22 0.74 0.59
5 C -5.40 0.39 -0.04
6 C -5.42 -0.71 -0.88
7 C -4.27 -1.45 -1.06
8 Cl -4.36 -2.80 -2.14
9 C -3.04 -1.14 -0.42
10 S -1.68 -2.19 -0.77
11 H -4.18 1.61 1.24
12 H -6.30 0.98 0.12
13 H -6.32 -1.00 -1.39
14 S 2.98 1.00 -2.28
15 C 1.51 0.31 -1.67
16 N 1.53 -0.05 -0.44
17 C 2.76 0.20 0.15
18 C 3.10 -0.08 1.47
19 C 4.37 0.22 1.91
20 C 5.31 0.80 1.04
21 C 4.99 1.08 -0.27
22 C 3.70 0.78 -0.71
23 H 0.65 0.19 -2.31
24 H 2.35 -0.53 2.12
25 H 4.65 0.01 2.93
26 H 6.30 1.03 1.41
27 H 5.71 1.53 -0.94

Properties
HOMO level in Ha: -0.2754
Energy relative to the best compared isomer or geometry (same formula, charge and spin) in kcal per mole: 20.3
HOMO-LUMO gap in hartree: 0.2610
Largest force on an atom in eV/Å: 0.776
Multiplicity: 1

***

Entry from the OMol25 dataset: a molecular structure, C4H5CoLiO (ωB97M-V/def2-TZVPD).

Positions of all 12 atoms, in Å:
1 C 1.22 -0.43 1.07
2 C 0.04 -0.61 1.62
3 C -1.15 -1.01 2.06
4 H 1.78 0.50 1.25
5 H 1.70 -1.22 0.49
6 H -2.01 -1.06 1.39
7 H -1.28 -1.31 3.11
8 O -1.37 1.54 0.02
9 C -1.51 1.73 1.28
10 Co -0.05 0.70 -1.06
11 Li -3.14 2.02 0.21
12 H -0.54 2.00 1.78

Properties
HOMO level (spin up / spin down) in Ha: -0.3531 / -0.4402
HOMO-LUMO gap (spin up / spin down) in hartree: 0.1676 / 0.2169
Total charge: +1
Largest force on an atom in eV/Å: 1.594
Multiplicity: 5

***

Entry from the OMol25 dataset: a molecular structure, C30H25N9O11P2SSr (ωB97M-V/def2-TZVPD).

Positions of all 79 atoms, in Å:
1 Sr 2.06 0.14 0.24
2 O -1.35 -4.59 -0.42
3 C -2.29 -3.70 -0.83
4 C -3.61 -4.09 -1.04
5 C -4.57 -3.18 -1.45
6 C -4.22 -1.85 -1.64
7 C -2.90 -1.46 -1.41
8 C -1.92 -2.37 -1.03
9 C -0.51 -1.84 -0.89
10 O -0.36 -0.71 -0.32
11 N 0.38 -2.58 -1.49
12 N 1.62 -1.96 -1.46
13 C 2.54 -2.62 -2.05
14 C 3.91 -2.16 -2.24
15 C 4.86 -3.11 -2.62
16 C 6.19 -2.79 -2.83
17 C 6.58 -1.45 -2.66
18 C 5.66 -0.49 -2.31
19 C 4.29 -0.79 -2.10
20 O 3.44 0.14 -1.81
21 H -1.77 -5.42 -0.18
22 H -3.88 -5.14 -0.88
23 H -5.59 -3.52 -1.62
24 H -4.95 -1.13 -1.96
25 H -2.60 -0.43 -1.53
26 H 2.29 -3.61 -2.45
27 H 4.54 -4.14 -2.73
28 H 6.91 -3.55 -3.10
29 H 7.62 -1.17 -2.79
30 H 5.96 0.54 -2.17
31 S -1.82 7.56 -1.14
32 N -1.92 6.65 0.20
33 C -1.33 5.50 -0.07
34 C -1.18 4.38 0.84
35 C -1.66 4.43 2.16
36 C -1.50 3.32 2.95
37 C -0.91 2.18 2.39
38 N -0.47 2.12 1.15
39 C -0.56 3.21 0.38
40 C 0.03 3.16 -0.98
41 N 0.72 2.07 -1.33
42 C 1.23 2.00 -2.55
43 C 1.09 3.01 -3.50
44 C 0.41 4.15 -3.15
45 C -0.13 4.24 -1.86
46 C -0.83 5.42 -1.40
47 N -1.06 6.51 -2.11
48 H -2.11 5.34 2.52
49 H -1.79 3.31 3.99
50 H -0.77 1.30 2.99
51 H 1.81 1.10 -2.76
52 H 1.53 2.89 -4.48
53 H 0.29 4.98 -3.83
54 O 1.63 0.31 2.89
55 P 2.27 1.83 2.96
56 O 1.56 2.61 3.98
57 O 2.33 2.32 1.52
58 O 3.79 1.49 3.39
59 P 4.81 0.69 2.37
60 O 5.04 1.81 1.24
61 O 6.08 0.38 3.03
62 O 3.93 -0.41 1.80
63 H 2.40 -0.30 2.80
64 H 4.20 2.29 1.10
65 C -5.12 -1.25 1.89
66 N -4.05 -2.11 2.33
67 C -4.20 -3.52 2.57
68 C -2.73 -3.96 2.72
69 O -2.42 -5.09 3.01
70 N -1.92 -2.89 2.46
71 C -2.71 -1.88 2.17
72 N -2.30 -0.66 1.80
73 H -6.03 -1.53 2.44
74 H -5.32 -1.33 0.82
75 H -4.90 -0.22 2.15
76 H -4.67 -4.04 1.72
77 H -4.77 -3.74 3.48
78 H -1.35 -0.49 1.47
79 H -2.96 -0.12 1.27

Properties
HOMO level in Ha: -0.0784
Energy relative to the best compared isomer or geometry (same formula, charge and spin) in kcal per mole: 50.6
HOMO-LUMO gap in hartree: 0.1952
Total charge: -2
Largest force on an atom in eV/Å: 1.163
Multiplicity: 1

***

Entry from the OMol25 dataset: a molecular structure, C13H25Cl2HgN3O3V (ωB97M-V/def2-TZVPD).

Positions of all 48 atoms, in Å:
1 N 2.07 -0.60 -0.39
2 C 3.27 -1.02 -0.07
3 O 3.89 -1.27 0.97
4 Hg 4.37 -0.53 -1.87
5 V 0.43 -0.16 -0.11
6 N -0.71 -1.54 -0.72
7 N 0.00 1.61 -0.72
8 C -0.26 -2.93 -0.72
9 C 0.44 2.92 -0.22
10 C 0.87 -3.09 -1.73
11 C -1.35 -3.95 -1.10
12 C 0.27 -3.28 0.68
13 C 0.57 3.97 -1.34
14 C -0.57 3.53 0.79
15 C 1.76 2.72 0.47
16 H 0.54 -2.80 -2.74
17 H 1.21 -4.13 -1.78
18 H 1.76 -2.49 -1.48
19 H -2.15 -4.00 -0.33
20 H -0.90 -4.96 -1.19
21 H -1.78 -3.72 -2.10
22 H 1.15 -2.69 0.96
23 H 0.55 -4.34 0.72
24 H -0.53 -3.16 1.41
25 H 1.16 3.61 -2.18
26 H 1.08 4.87 -0.96
27 H -0.40 4.34 -1.74
28 H -1.55 3.72 0.31
29 H -0.18 4.51 1.14
30 H -0.71 2.84 1.64
31 H 1.61 2.18 1.39
32 H 2.13 3.68 0.75
33 H 2.45 2.22 -0.21
34 C -1.15 1.66 -1.66
35 H -1.21 0.70 -2.18
36 H -2.12 2.01 -1.27
37 H -0.94 2.37 -2.46
38 C -2.17 -1.30 -0.78
39 H -2.77 -2.09 -0.31
40 H -2.45 -0.40 -0.21
41 H -2.49 -1.18 -1.84
42 Cl -0.31 -1.22 4.64
43 C -0.80 0.34 3.92
44 Cl 0.20 1.77 4.33
45 C -0.85 0.26 2.37
46 O -1.89 0.59 1.78
47 O 0.28 -0.11 1.85
48 H -1.81 0.53 4.28

Properties
HOMO level (spin up / spin down) in Ha: -0.5852 / -0.5850
HOMO-LUMO gap (spin up / spin down) in hartree: 0.2404 / 0.1973
Total charge: +2
Largest force on an atom in eV/Å: 5.802
Multiplicity: 2

***

Entry from the OMol25 dataset: 2 unconnected molecules or ions with the total composition C3H7N (ωB97M-V/def2-TZVPD).

Positions of all 11 atoms, in Å:
1 C 1.06 1.30 -0.35
2 C 1.66 0.49 -1.20
3 H 1.00 1.05 0.71
4 H 0.84 2.34 -0.56
5 H 1.90 -0.55 -0.99
6 H 1.98 0.90 -2.15
7 C -1.95 -1.32 1.10
8 N -1.05 -0.44 1.12
9 H -1.91 -2.18 0.41
10 H -2.84 -1.29 1.74
11 H -0.69 -0.30 0.18

Properties
HOMO level in Ha: -0.3520
Energy relative to the best compared isomer or geometry (same formula, charge and spin) in kcal per mole: 46.9
HOMO-LUMO gap in hartree: 0.3939
Largest force on an atom in eV/Å: 2.193
SMILES string: C=C.C=N
Multiplicity: 1

***

Entry from the OMol25 dataset: a molecular structure, C23H45GdN4O4Si (ωB97M-V/def2-TZVPD).

Positions of all 78 atoms, in Å:
1 Gd 0.81 0.48 0.59
2 C -2.28 1.79 1.38
3 C -1.59 1.58 2.72
4 N -0.66 0.42 2.73
5 C -1.37 -0.89 2.78
6 C -1.86 -1.35 1.43
7 C -3.04 -2.04 1.29
8 C -3.46 -2.42 0.02
9 C -2.69 -2.04 -1.07
10 C -1.52 -1.34 -0.86
11 C -0.66 -0.88 -2.02
12 N -0.04 0.44 -1.77
13 C -0.89 1.58 -2.12
14 C -1.95 1.82 -1.05
15 N -1.32 2.01 0.28
16 N -1.10 -1.02 0.37
17 H -2.97 2.63 1.48
18 H -2.88 0.92 1.13
19 H -2.37 1.46 3.48
20 H -1.01 2.47 2.97
21 H -0.17 0.49 3.61
22 H -2.21 -0.85 3.47
23 H -0.67 -1.64 3.17
24 H -3.64 -2.28 2.16
25 H -4.38 -2.97 -0.12
26 H -3.01 -2.28 -2.08
27 H -1.26 -0.88 -2.93
28 H 0.15 -1.61 -2.15
29 H 0.80 0.48 -2.34
30 H -1.40 1.44 -3.08
31 H -0.26 2.47 -2.21
32 H -2.60 0.95 -0.99
33 H -2.57 2.67 -1.32
34 H -1.04 2.99 0.32
35 C 6.78 1.09 -1.64
36 C 5.81 -0.05 -1.40
37 C 4.93 -0.28 -2.63
38 C 6.53 -1.33 -1.00
39 O 4.98 0.35 -0.26
40 Si 3.42 0.33 0.00
41 O 2.33 -0.70 -0.50
42 O 2.57 1.80 -0.37
43 C 2.90 3.15 0.09
44 C 4.21 3.24 0.85
45 C 1.74 3.59 1.00
46 C 2.96 4.03 -1.16
47 O 3.01 0.49 1.67
48 C 3.52 -0.26 2.81
49 C 5.04 -0.24 2.84
50 C 3.00 -1.70 2.72
51 C 2.96 0.43 4.05
52 H 7.47 0.84 -2.45
53 H 7.37 1.29 -0.74
54 H 6.24 2.00 -1.91
55 H 5.55 -0.59 -3.47
56 H 4.40 0.63 -2.90
57 H 4.20 -1.07 -2.43
58 H 7.18 -1.67 -1.81
59 H 5.81 -2.11 -0.78
60 H 7.15 -1.15 -0.12
61 H 4.14 2.76 1.83
62 H 4.47 4.28 1.00
63 H 5.02 2.77 0.29
64 H 1.44 2.76 1.66
65 H 0.89 3.93 0.40
66 H 2.05 4.41 1.64
67 H 3.81 3.73 -1.77
68 H 3.09 5.07 -0.88
69 H 2.05 3.93 -1.75
70 H 5.45 -0.67 1.93
71 H 5.40 -0.81 3.69
72 H 5.40 0.79 2.93
73 H 3.49 -2.25 1.92
74 H 1.92 -1.70 2.52
75 H 3.18 -2.23 3.66
76 H 3.20 1.49 4.03
77 H 3.37 0.00 4.96
78 H 1.87 0.31 4.08

Properties
HOMO level (spin up / spin down) in Ha: -0.5748 / -0.5735
Energy relative to the best compared isomer or geometry (same formula, charge and spin) in kcal per mole: 2.9
HOMO-LUMO gap (spin up / spin down) in hartree: 0.3683 / 0.2344
Total charge: +2
Largest force on an atom in eV/Å: 1.858
Multiplicity: 8

***

Entry from the OMol25 dataset: 2 unconnected molecules or ions with the total composition CH6NS (ωB97M-V/def2-TZVPD).

Positions of all 9 atoms, in Å:
1 S -2.16 0.54 0.57
2 H -2.90 1.67 0.58
3 C 0.76 -0.88 -0.26
4 N 1.09 0.53 0.01
5 H 1.00 -1.11 -1.30
6 H -0.30 -1.08 -0.10
7 H 1.39 -1.53 0.35
8 H 0.61 1.09 -0.68
9 H 0.52 0.76 0.82

Properties
HOMO level in Ha: -0.0996
Energy relative to the best compared isomer or geometry (same formula, charge and spin) in kcal per mole: 1.7
HOMO-LUMO gap in hartree: 0.2701
Total charge: -1
Largest force on an atom in eV/Å: 0.687
Multiplicity: 1

***

Entry from the OMol25 dataset: C4H6N2 in the gas phase (ωB97M-V/def2-TZVPD).

Positions of all 12 atoms, in Å:
1 N -2.78 -0.45 -1.40
2 C -1.99 0.15 -0.79
3 C -0.93 0.79 0.00
4 C 0.04 -0.25 0.58
5 C 1.22 -0.73 -0.29
6 N 1.53 0.40 0.52
7 H -0.32 1.44 -0.62
8 H -1.41 1.43 0.77
9 H -0.49 -0.74 1.44
10 H 1.12 -0.53 -1.36
11 H 1.76 -1.66 -0.07
12 H 2.24 0.14 1.21

Properties
HOMO level in Ha: -0.3652
Energy relative to the best compared isomer or geometry (same formula, charge and spin) in kcal per mole: 53.0
HOMO-LUMO gap in hartree: 0.3990
Largest force on an atom in eV/Å: 2.031
SMILES string: N#CC[C@H]1CN1
Multiplicity: 1

***

Entry from the OMol25 dataset: C6H15BO3S3 in the gas phase (ωB97M-V/def2-TZVPD).

Positions of all 28 atoms, in Å:
1 S -1.82 0.49 4.44
2 C -1.26 -0.25 2.85
3 C 0.26 -0.28 2.68
4 O 0.65 -0.87 1.44
5 B 0.23 -0.23 0.28
6 O -0.52 0.99 0.34
7 C -0.70 1.88 -0.73
8 C -1.96 1.59 -1.46
9 S -1.91 0.01 -2.20
10 O 0.61 -0.82 -0.94
11 C 1.92 -1.25 -1.10
12 C 2.44 -0.98 -2.51
13 S 1.38 -1.62 -3.74
14 H -0.79 -0.10 5.08
15 H -1.74 0.28 2.03
16 H -1.66 -1.26 2.82
17 H 0.72 -0.90 3.47
18 H 0.68 0.74 2.66
19 H 0.17 1.79 -1.40
20 H -0.69 2.90 -0.33
21 H -2.76 1.59 -0.70
22 H -2.27 2.32 -2.20
23 H -1.68 -0.58 -1.00
24 H 1.92 -2.35 -0.95
25 H 2.56 -0.80 -0.32
26 H 2.47 0.12 -2.65
27 H 3.43 -1.38 -2.66
28 H 0.33 -1.04 -3.20

Properties
HOMO level in Ha: -0.3221
Energy relative to the best compared isomer or geometry (same formula, charge and spin) in kcal per mole: 0.0
HOMO-LUMO gap in hartree: 0.3405
Largest force on an atom in eV/Å: 2.599
SMILES string: SCCOB(OCCS)OCCS
Multiplicity: 1

***

Entry from the OMol25 dataset: C4H11N5 in the gas phase (ωB97M-V/def2-TZVPD).

Positions of all 20 atoms, in Å:
1 H 2.03 0.65 1.28
2 N 1.75 0.19 0.40
3 C 0.42 0.05 0.29
4 N -0.32 -0.48 -0.72
5 C 0.28 -1.01 -1.74
6 N 1.60 -1.30 -1.86
7 N -0.58 -1.48 -2.63
8 N -0.26 0.58 1.30
9 C -0.18 2.05 1.36
10 C -1.44 -0.09 1.79
11 H 2.03 -1.23 -2.79
12 H 2.20 -0.78 -1.15
13 H -1.55 -1.51 -2.25
14 H -0.20 -2.23 -3.21
15 H 0.85 2.31 1.25
16 H -0.56 2.54 2.26
17 H -0.78 2.49 0.53
18 H -1.77 0.51 2.65
19 H -2.26 -0.16 1.14
20 H -1.25 -1.11 2.11

Properties
HOMO level in Ha: -0.2916
Energy relative to the best compared isomer or geometry (same formula, charge and spin) in kcal per mole: 5.5
HOMO-LUMO gap in hartree: 0.3249
Largest force on an atom in eV/Å: 4.193
SMILES string: [H]/N=C(/N=C(N)N)N(C)C
Multiplicity: 1

***

Entry from the OMol25 dataset: a molecular structure, C6H24FO7V (ωB97M-V/def2-TZVPD).

Positions of all 39 atoms, in Å:
1 O -30.41 7.08 -1.03
2 V -31.31 6.47 0.14
3 F -29.87 5.33 1.24
4 C -29.91 6.12 4.73
5 O -28.88 5.99 3.77
6 H -30.40 5.15 4.76
7 H -29.36 6.39 5.63
8 H -30.63 6.90 4.49
9 H -29.27 5.73 2.94
10 C -26.26 6.16 1.10
11 O -27.20 5.62 0.21
12 H -26.54 7.13 1.51
13 H -26.18 5.50 1.96
14 H -25.28 6.29 0.65
15 H -28.00 5.45 0.72
16 C -29.63 8.58 2.05
17 O -30.88 8.23 1.54
18 H -28.79 8.09 1.55
19 H -29.54 9.64 1.83
20 H -29.52 8.40 3.12
21 H -31.42 9.02 1.65
22 C -32.80 4.52 2.02
23 O -32.87 5.90 1.72
24 H -32.50 3.93 1.16
25 H -32.20 4.38 2.92
26 H -33.82 4.23 2.28
27 H -33.28 6.36 2.46
28 C -29.33 1.89 2.24
29 O -30.02 2.94 2.79
30 H -29.59 1.66 1.21
31 H -28.28 2.16 2.16
32 H -29.46 0.99 2.84
33 H -29.89 3.70 2.23
34 C -31.26 3.70 -1.57
35 O -31.99 4.84 -1.18
36 H -30.49 4.03 -2.27
37 H -30.68 3.40 -0.70
38 H -31.79 2.84 -1.97
39 H -32.49 5.13 -1.95

Properties
HOMO level (spin up / spin down) in Ha: -0.4491 / -0.4491
Energy relative to the best compared isomer or geometry (same formula, charge and spin) in kcal per mole: 23.5
HOMO-LUMO gap (spin up / spin down) in hartree: 0.2241 / 0.2431
Total charge: +1
Largest force on an atom in eV/Å: 4.673
Multiplicity: 2

***

Entry from the OMol25 dataset: 2 unconnected molecules or ions with the total composition C5H10N2O (ωB97M-V/def2-TZVPD).

Positions of all 18 atoms, in Å:
1 C -2.00 0.32 -0.81
2 C -0.98 -0.76 -0.65
3 C -0.97 -1.99 -1.22
4 N 0.14 -2.62 -0.72
5 C 0.75 -1.76 0.10
6 N 0.10 -0.63 0.18
7 H -1.50 1.27 -0.58
8 H -2.93 0.16 -0.28
9 H -2.33 0.43 -1.86
10 H -1.66 -2.46 -1.90
11 H 0.46 -3.53 -0.99
12 H 1.61 -2.06 0.66
13 C 1.57 2.52 1.63
14 O 1.48 2.06 0.29
15 H 2.43 3.20 1.68
16 H 0.66 3.06 1.89
17 H 1.79 1.71 2.32
18 H 1.37 1.10 0.28

Properties
HOMO level in Ha: -0.3241
Energy relative to the best compared isomer or geometry (same formula, charge and spin) in kcal per mole: 18.2
HOMO-LUMO gap in hartree: 0.3522
Largest force on an atom in eV/Å: 1.116
SMILES string: Cc1c[nH]cn1.CO
Multiplicity: 1